1.
46
Properties=species:S:1:pos:R:3:forces:R:3:mulliken_charge:R:1 method="wB97M-V/def2-TZVPD" smiles="COc1ccc(NC(=O)CCNS(=O)(=O)c2ccccc2F)cc1S(N)(=O)=O" energy_ha=-2132.43921 e_above_lowest_ev=0.000 e_lumo_ev=0.40 orbital_gap_ev=8.51 total_charge=0
C 0.21253 2.80636 -0.89796 0.10 0.97 0.11 0.44
C -5.41797 -1.39748 1.60431 -0.11 -0.01 0.11 -0.96
H 3.46028 3.01395 0.13654 -0.14 -0.06 0.07 0.39
H 3.48049 -3.23287 2.72330 -0.03 -0.03 0.08 0.42
C -3.63330 -0.30367 0.48434 -0.03 0.24 0.15 0.82
H 1.25000 4.32652 0.28556 0.03 0.05 0.02 0.33
H -1.09530 0.61263 -1.56472 -0.02 0.01 0.02 0.97
C -3.62223 0.80044 1.33538 -0.14 -0.38 -0.04 -0.69
C 2.85767 -1.11805 0.17107 -0.41 0.39 -0.34 -0.31
C -2.70563 -0.34297 -0.55702 -0.10 -0.62 -0.19 0.02
O -3.86543 -2.03741 -2.23654 0.11 0.34 -0.04 -0.69
O -2.18817 -2.89802 -0.63986 0.26 0.23 0.06 -0.67
H 1.81887 -1.53051 1.96586 -0.08 -0.02 0.13 0.47
C -2.67992 1.80076 1.16409 0.25 0.03 -0.32 -1.03
H -0.53891 -1.43235 -2.29320 0.09 -0.07 0.13 0.37
H -5.95349 -2.33503 1.46922 0.01 0.08 0.05 0.26
C -1.80176 0.66867 -0.75642 0.06 0.13 -0.04 0.26
N -1.45789 -1.63998 -2.66293 -0.54 -0.14 0.56 -0.62
O 0.15508 2.29130 -1.99533 -0.04 -0.12 -0.24 -0.56
C -1.75917 1.74592 0.12558 -0.53 -0.27 -0.01 -0.77
N 2.59039 1.37199 -0.77892 -0.50 -0.80 -0.05 -0.24
H 1.86389 4.06705 -1.36510 -0.13 0.03 0.04 0.32
O 1.03850 -0.49044 -1.58125 0.40 0.10 -0.27 -0.75
H 2.57705 1.55657 -1.77155 -0.07 -0.17 -0.22 0.35
F 4.11602 -0.77157 -1.78653 0.03 -0.17 0.04 -0.27
C 2.68650 -1.77505 1.37434 -0.04 -0.01 0.09 -0.12
H -4.94351 -1.38840 2.59088 0.00 0.01 -0.04 0.36
C 4.71010 -3.00550 0.98531 -0.08 0.06 0.00 -0.34
C 3.95202 -1.41528 -0.61915 0.31 -0.15 -0.03 0.25
H 5.73286 -2.56631 -0.86159 0.07 0.02 -0.09 0.46
H -2.65604 2.62610 1.86175 -0.01 0.11 0.06 0.37
H 2.16023 2.18743 1.03181 0.15 0.27 0.02 0.34
O -4.46102 -1.36134 0.57064 -0.04 0.06 0.06 -0.39
C 4.88905 -2.35437 -0.22445 -0.16 0.20 -0.13 -0.63
N -0.75474 2.72376 0.04948 -0.08 0.25 0.31 0.05
S -2.63607 -1.86259 -1.52162 0.18 -0.16 -0.50 1.36
C 2.47286 2.54903 0.05010 0.03 0.37 0.48 -0.75
H -6.12235 -0.56262 1.52810 0.05 -0.03 0.00 0.36
H -1.73549 -0.99340 -3.38229 -0.14 0.12 -0.20 0.30
S 1.63399 0.05766 -0.40062 0.90 -0.26 0.35 1.68
C 3.61466 -2.71858 1.78481 -0.05 0.01 0.02 -0.77
H -4.32193 0.87662 2.15247 -0.07 -0.04 0.05 0.42
O 0.79849 0.38569 0.71895 0.32 -0.05 0.06 -0.69
H -0.60667 3.23011 0.91099 0.13 -0.07 -0.20 0.24
H 5.43127 -3.74333 1.30175 0.06 -0.06 0.02 0.39
C 1.45422 3.57857 -0.47953 0.01 -0.39 -0.14 -0.77

***

2.
39
Properties=species:S:1:pos:R:3:forces:R:3:mulliken_charge:R:1 method="wB97M-V/def2-TZVPD" smiles=C#CCCCc1cc(CCCI)c2nsnc2c1.CC#N energy_ha=-1480.26146 e_lumo_ev=-1.13 orbital_gap_ev=7.13 total_charge=0
N 5.49615 -0.56635 1.02844 -2.31 -0.06 4.32 -0.49
C 4.92018 -0.57243 2.07136 1.74 -0.02 -3.06 0.45
I -6.27775 0.53522 -0.70471 0.23 -0.77 0.29 -0.01
C -5.30092 -1.10639 0.34067 0.47 -1.07 1.93 -0.93
C -1.93062 0.45575 -0.90305 3.69 0.96 -0.99 0.26
C -3.69065 -1.06406 0.34067 0.25 -0.72 -0.26 -0.60
H -0.14436 -0.69495 -1.99189 -0.72 1.87 1.15 0.18
H 1.09683 3.57195 -0.40836 -1.57 -1.44 -0.17 0.24
H -5.73771 -2.12428 -0.01499 0.91 2.01 0.21 0.38
C 1.08336 -3.13911 0.24500 2.53 3.80 -3.16 -0.30
C -1.19072 3.00747 0.05076 0.81 -0.39 -0.51 0.50
H 2.21377 0.08138 0.18777 1.03 0.10 -1.32 0.31
N -3.48674 2.23724 0.44892 3.86 0.89 -0.94 -0.32
C 2.80798 -1.41453 -1.37398 -0.73 -0.55 1.20 -0.46
H -3.23506 -0.35835 1.13800 -1.21 -1.01 -1.39 0.35
H 3.28335 0.01787 3.31157 0.12 -0.06 -0.08 0.26
C 0.64913 1.41505 -1.24594 -2.73 2.16 1.45 0.39
C -0.44960 0.28174 -1.44240 -2.61 2.51 2.01 -0.41
C 2.14494 1.14051 -1.80001 -1.15 0.26 1.58 -0.83
C 4.19368 -0.57994 3.38677 0.47 0.00 -0.86 -0.77
H 3.91002 0.42661 -0.45063 -1.64 -0.72 -0.85 0.33
H -3.32740 -2.12977 0.64502 -0.77 1.78 -0.45 0.32
H 2.33120 -1.41013 -2.43494 1.05 -0.13 1.87 0.32
H 2.70733 2.13935 -1.76012 -0.85 -1.51 -0.38 0.32
H 3.88696 -1.80688 -1.37706 -1.83 0.21 -0.16 0.35
H -2.37079 -1.66935 -1.39868 -1.08 1.66 0.47 0.26
H 4.83240 -0.16019 4.16613 -0.02 -0.04 -0.15 0.31
C -3.01020 -0.74632 -1.08901 1.62 0.14 0.45 -0.60
C 1.85968 -2.36901 -0.45896 -2.69 -2.84 2.34 -0.34
H 3.92666 -1.60319 3.65739 0.06 0.10 -0.12 0.26
H -3.74505 -0.56962 -1.95057 0.94 0.08 1.47 0.38
H -5.62918 -1.02459 1.45518 0.44 0.01 -2.06 0.39
H 0.20024 -3.64426 0.79260 2.27 1.08 -1.23 0.33
C 2.85619 0.08812 -0.76231 -0.95 0.09 -0.31 -0.39
C -2.23640 1.82574 -0.17114 -0.78 2.18 1.46 0.44
C 0.27893 2.76747 -0.51738 -0.87 -3.26 -1.21 -0.81
N -1.64685 4.21050 0.74118 -1.16 -5.36 -2.01 -0.61
S -3.30744 3.83136 1.11016 2.73 -2.68 -2.08 0.15
H 2.03844 0.72038 -2.86152 0.46 0.72 1.54 0.38

***

3.
48
Properties=species:S:1:pos:R:3:forces:R:3:mulliken_charge:R:1 method="wB97M-V/def2-TZVPD" energy_ha=-11393.50453 e_above_lowest_ev=0.000 e_lumo_ev=1.47 orbital_gap_ev=5.52 total_charge=-1
H 0.59861 -5.44337 1.42265 0.00 0.00 0.00 0.44
H 2.14547 -6.20076 -1.40718 0.00 0.01 0.00 0.32
C 2.88342 3.33892 -2.14895 -0.01 0.00 0.00 0.37
C 1.69130 0.23217 1.72692 0.00 0.00 0.00 -0.79
N 2.67219 -4.55206 -0.19364 -0.05 0.00 -0.04 -0.25
Se -5.31346 -0.13868 -1.48477 0.00 0.00 0.01 -0.66
H 1.23034 3.37134 -5.65997 0.00 0.00 0.00 0.41
Sb -3.52214 -0.99054 -0.15303 -0.02 -0.02 0.01 0.65
H 3.77256 -6.23025 -0.71724 0.00 0.01 -0.01 0.37
H 2.41175 0.83865 2.26151 0.00 0.00 0.00 0.38
O 0.54350 0.53890 -1.91766 0.02 0.03 -0.02 -0.54
C -0.61763 -2.84093 3.40313 0.00 0.00 0.00 -1.30
H 4.06149 4.96895 -2.85019 0.00 0.00 0.00 0.42
H 0.38524 -2.47279 5.26286 0.00 0.00 0.00 0.41
N 1.38961 0.44813 0.49763 0.04 0.03 -0.01 0.73
H 1.79992 -0.65644 4.29651 0.00 0.00 0.00 0.46
H 3.52906 -4.03765 -0.32257 -0.01 0.00 0.02 0.31
C 1.58411 -3.77841 -0.46380 0.03 -0.05 0.02 0.76
H -1.43828 -2.90895 1.40832 0.00 0.00 0.00 0.78
C 1.40062 1.38440 -1.51038 -0.03 0.00 0.01 0.90
H 0.51941 1.71844 -3.94672 0.00 0.00 0.00 0.49
N 0.37086 -4.26675 -0.30121 0.01 0.01 0.00 0.26
Se -1.76700 0.78034 0.40480 0.06 -0.09 -0.04 -0.49
H -0.40298 -3.65576 -0.62529 0.00 -0.01 -0.01 -0.23
N 0.07141 -1.52390 1.54877 0.00 0.02 0.00 -0.20
C 2.69856 4.27078 -4.36396 0.00 0.00 0.00 -0.28
H 2.38663 -6.59877 0.30425 0.00 0.00 0.00 0.27
C -0.70088 -2.47147 2.06799 -0.01 -0.01 -0.01 -0.15
Ir 0.05854 -0.74422 -0.33946 -0.11 -0.03 0.02 1.41
C 1.69587 3.35838 -4.68392 0.00 0.00 0.00 -0.77
C 0.30004 -2.20854 4.21679 0.01 0.01 0.00 -0.30
C -0.00820 -5.40414 0.51658 0.00 0.00 0.00 -1.21
C 1.29798 2.43889 -3.73543 0.01 0.00 0.00 -0.49
C 0.95238 -0.86022 2.35203 -0.01 -0.01 0.00 0.90
Se -1.69828 -2.11260 -1.54172 0.03 0.04 0.04 -0.65
O 3.49354 3.39607 -0.95203 -0.02 -0.02 0.02 -0.69
H -1.05103 -5.26540 0.79799 0.00 0.01 0.01 0.35
Se -4.08986 -2.39190 1.75061 0.01 0.02 -0.01 -0.65
S 1.88200 -2.19714 -1.03647 0.00 0.04 0.00 -0.61
C 2.73459 -5.97419 -0.51681 0.00 0.02 0.02 -0.98
C 1.09248 -1.19963 3.68489 0.00 -0.01 0.00 -0.99
H 3.07214 2.70943 -0.37820 0.02 0.00 -0.02 0.66
C 3.28565 4.26270 -3.11538 0.00 0.00 0.00 -0.65
H 3.02164 4.99965 -5.09758 0.00 0.00 0.00 0.36
H 0.07558 -6.35230 -0.01544 0.00 0.00 -0.01 0.36
H -1.30544 -3.58598 3.77665 0.00 0.00 0.00 0.49
N 1.92276 1.42454 -0.27216 0.02 0.01 0.00 -1.61
C 1.87872 2.40736 -2.46549 0.01 0.00 0.00 0.26